1.
Below is 2 unconnected molecules or ions with the total composition C15H35N4O3 at a distorted geometry, with properties calculated with ωB97M-V/def2-TZVPD.

Summary:
- total charge = +1
- HOMO energy (eV) = -11.28
- E_tot (eV) = -28219.07874
- LUMO level (eV) = -2.7

XYZ file:
```
57
C15H35N4O3 | the OMol25 dataset | ωB97M-V/def2-TZVPD
O 8.102 -1.434 -0.786
C 6.778 -0.945 -0.700
C 6.751 0.459 -0.096
C 5.439 1.250 -0.292
C 4.180 0.386 -0.460
N 3.025 1.024 0.204
C 1.745 0.765 -0.053
N 0.816 0.866 0.917
C -0.501 0.291 0.550
C -0.326 -1.054 -0.151
C -1.707 -1.627 -0.499
C -1.699 -3.067 -1.026
C -0.784 -4.018 -0.263
O -1.229 -5.339 -0.496
C 0.529 -0.824 -1.407
N 1.287 0.461 -1.286
H 8.441 -1.322 -1.678
H 6.278 -0.960 -1.677
H 6.245 -1.650 -0.053
H 7.009 0.413 0.965
H 7.558 1.021 -0.575
H 5.298 1.906 0.572
H 5.535 1.900 -1.163
H 4.306 -0.603 -0.020
H 3.948 0.287 -1.521
H 3.213 1.668 0.960
H 1.200 0.471 1.769
H -0.965 0.991 -0.149
H -1.126 0.236 1.436
H 0.206 -1.734 0.523
H -2.369 -1.534 0.367
H -2.128 -0.976 -1.275
H -1.434 -3.074 -2.088
H -2.711 -3.476 -0.968
H 0.253 -3.900 -0.614
H -0.785 -3.773 0.808
H -0.951 -5.909 0.228
H -0.086 -0.782 -2.305
H 1.256 -1.630 -1.533
H 2.022 0.546 -1.976
C -6.391 2.522 1.212
C -5.228 2.894 0.297
C -4.340 1.708 -0.097
O -3.460 1.251 0.921
C -4.053 0.395 1.882
N -4.478 3.992 0.905
H -6.062 2.383 2.242
H -7.128 3.322 1.216
H -6.884 1.606 0.880
H -5.652 3.271 -0.638
H -3.689 2.029 -0.915
H -4.946 0.871 -0.467
H -4.819 -0.241 1.429
H -4.495 0.952 2.709
H -3.267 -0.243 2.292
H -3.786 4.349 0.253
H -3.945 3.629 1.690
```

Atomic partial charges in e from the natural (NBO) method, atoms 1 to 6: atom 1 (O): -0.709, atom 2 (C): -0.062, atom 3 (C): -0.426, atom 4 (C): -0.408, atom 5 (C): -0.216, atom 6 (N): -0.573


2.
Below is a molecular structure, C29H23N5O3SW at a distorted geometry, with properties calculated with ωB97M-V/def2-TZVPD.

Summary:
- total charge = +2
- HOMO energy (eV) = -13.57
- E_tot (eV) = -56686.33827
- LUMO level (eV) = -7.5
- energy above the lowest of the compared OMol25 structures with the same formula, charge and spin (kcal/mol) = 36.8

XYZ file:
```
62
C29H23N5O3SW | the OMol25 dataset | ωB97M-V/def2-TZVPD
W -0.379 -0.666 0.054
C -2.790 -2.388 3.329
C -1.875 -2.118 2.192
N -1.585 -0.927 1.735
N -2.101 0.154 2.397
C -1.743 1.226 1.754
O -1.027 1.099 0.646
C -2.065 2.563 2.231
C -2.735 2.745 3.442
C -3.020 4.026 3.875
C -2.644 5.123 3.105
C -1.982 4.942 1.898
C -1.690 3.662 1.460
C -1.181 -3.164 1.472
C -1.275 -4.506 1.791
C -0.505 -5.424 1.104
C 0.366 -4.968 0.122
C 0.413 -3.626 -0.169
N -0.368 -2.727 0.473
H -3.103 -1.463 3.797
H -2.306 -3.025 4.072
H -3.676 -2.918 2.968
H -3.026 1.885 4.030
H -3.538 4.175 4.812
H -2.872 6.124 3.448
H -1.696 5.798 1.302
H -1.175 3.508 0.521
H -1.948 -4.814 2.579
H -0.570 -6.479 1.335
H 1.003 -5.647 -0.426
H 1.066 -3.247 -0.938
O 0.458 -1.761 -2.479
S -0.151 -0.443 -2.489
O -1.495 -0.486 -1.815
N 0.615 0.440 -1.357
C 2.030 0.422 -1.133
C 3.003 0.740 -2.030
C 4.358 0.815 -1.625
C 4.712 0.613 -0.325
C 3.726 0.242 0.625
C 4.001 0.009 1.989
C 3.003 -0.389 2.839
C 1.727 -0.611 2.326
N 1.425 -0.407 1.053
C 2.403 0.075 0.193
C -0.202 0.270 -4.034
C 0.228 -0.481 -5.123
C 0.199 0.126 -6.366
C -0.244 1.437 -6.490
C -0.667 2.169 -5.382
C -0.651 1.591 -4.128
H 2.734 0.988 -3.051
H 5.111 1.075 -2.356
H 5.740 0.722 -0.004
H 5.010 0.156 2.359
H 3.187 -0.556 3.891
H 0.927 -0.973 2.958
H 0.566 -1.502 -4.998
H 0.521 -0.426 -7.239
H -0.261 1.900 -7.468
H -1.012 3.187 -5.499
H -0.978 2.136 -3.252
```

Atomic partial charges in e from the natural (NBO) method, atoms 1 to 6: atom 1 (W): 1.873, atom 2 (C): -0.688, atom 3 (C): 0.281, atom 4 (N): -0.320, atom 5 (N): -0.340, atom 6 (C): 0.571


3.
Below is a molecular structure, C34H37N4O4PTb at a distorted geometry, with properties calculated with ωB97M-V/def2-TZVPD.

Summary:
- 2S+1 = 7
- total charge = +1
- HOMO energy (spin up / spin down) (eV) = -10.39 / -10.42
- E_tot (eV) = -81727.53864
- LUMO level (spin up / spin down) (eV) = -3.8 / -3.8
- energy above the lowest of the compared OMol25 structures with the same formula, charge and spin (kcal/mol) = 43.1

XYZ file:
```
81
C34H37N4O4PTb | the OMol25 dataset | ωB97M-V/def2-TZVPD
Tb 0.040 0.481 0.225
O 0.449 0.418 4.917
C 0.204 0.204 3.648
O 0.270 1.072 2.786
C -0.171 -1.185 3.280
C -0.305 -2.259 4.152
C -0.673 -3.493 3.615
C -0.820 -3.616 2.243
C -0.630 -2.487 1.443
N -0.352 -1.299 1.958
C -0.618 -2.564 -0.112
O -0.727 -3.666 -0.610
O -0.445 -1.443 -0.675
H 0.727 1.333 5.099
H -0.131 -2.126 5.209
H -0.823 -4.352 4.254
H -1.074 -4.548 1.760
N 7.247 -7.921 0.653
C 6.648 -6.947 0.602
C 5.935 -5.723 0.546
C 4.554 -5.708 0.342
C 3.880 -4.504 0.276
C 4.578 -3.310 0.431
C 5.954 -3.323 0.640
C 6.633 -4.523 0.690
N 3.901 -2.078 0.389
C 4.403 -0.882 -0.041
C 3.417 0.040 0.135
N 2.312 -0.572 0.674
C 2.643 -1.840 0.808
H 4.018 -6.639 0.228
H 2.819 -4.493 0.074
H 6.491 -2.397 0.772
H 7.701 -4.541 0.843
H 5.381 -0.786 -0.461
H 3.435 1.097 -0.070
H 2.022 -2.608 1.231
C -2.434 3.474 0.700
C -3.539 2.415 0.734
C -4.845 2.939 0.145
P -2.829 0.850 -0.028
C -3.788 -0.566 0.754
C -3.616 -0.518 2.273
C -5.263 -0.722 0.400
C -3.395 0.885 -1.808
C -2.998 -0.419 -2.496
C -2.730 2.056 -2.534
H -2.745 4.365 1.239
H -2.199 3.765 -0.322
H -1.515 3.095 1.165
H -3.724 2.155 1.784
H -4.730 3.269 -0.884
H -5.177 3.793 0.733
H -5.625 2.185 0.180
H -3.252 -1.445 0.369
H -4.346 0.153 2.716
H -2.621 -0.171 2.558
H -3.769 -1.505 2.703
H -5.867 0.071 0.835
H -5.614 -1.668 0.809
H -5.426 -0.739 -0.674
H -4.485 0.998 -1.835
H -1.911 -0.537 -2.492
H -3.328 -0.399 -3.534
H -3.446 -1.287 -2.018
H -1.643 2.019 -2.400
H -3.093 3.020 -2.186
H -2.943 1.997 -3.600
C 0.724 2.269 -1.147
C 1.058 3.142 -1.926
C 1.487 4.153 -2.826
C 1.182 5.494 -2.589
C 1.650 6.468 -3.450
C 2.420 6.119 -4.548
C 2.703 4.785 -4.801
C 2.240 3.804 -3.947
H 0.586 5.761 -1.730
H 1.411 7.507 -3.265
H 2.799 6.885 -5.206
H 3.286 4.511 -5.668
H 2.458 2.762 -4.137
```

Atomic partial charges in e from the Löwdin method, atoms 1 to 6: atom 1 (Tb): 1.499, atom 2 (O): 0.187, atom 3 (C): -0.451, atom 4 (O): 0.003, atom 5 (C): -0.187, atom 6 (C): 0.048


4.
Below is 4 unconnected molecules or ions with the total composition C26H48F7N2O7 at a distorted geometry, with properties calculated with ωB97M-V/def2-TZVPD.

Summary:
- total charge = +1
- HOMO energy (eV) = -10.69
- E_tot (eV) = -64063.55167
- LUMO level (eV) = -4.9
- energy above the lowest of the compared OMol25 structures with the same formula, charge and spin (kcal/mol) = 0.0

XYZ file:
```
90
C26H48F7N2O7 | the OMol25 dataset | ωB97M-V/def2-TZVPD
C 7.359 1.252 3.578
C 6.510 0.510 2.510
C 6.521 1.279 1.141
C 5.307 2.254 1.114
O 4.312 1.966 0.094
C 3.435 1.033 0.423
C 3.825 -0.309 0.547
N 2.974 -1.248 0.852
N 1.684 -1.156 1.047
C 1.297 0.085 0.932
C -0.232 0.260 1.136
F -0.496 1.244 2.002
F -0.710 -0.844 1.735
C -1.046 0.418 -0.212
F -1.499 1.657 -0.398
F -2.151 -0.329 -0.097
C -0.333 -0.114 -1.488
F 0.637 0.672 -1.931
F -1.258 -0.131 -2.447
F 0.053 -1.367 -1.352
C 2.049 1.241 0.651
C 1.509 2.651 0.516
C 1.425 3.476 1.838
C 2.621 3.326 2.811
H 8.369 1.420 3.179
H 6.936 2.247 3.792
H 7.382 0.676 4.511
H 5.489 0.429 2.926
H 6.891 -0.519 2.422
H 6.558 0.585 0.292
H 7.453 1.861 1.161
H 4.903 2.327 2.126
H 5.697 3.252 0.871
H 4.868 -0.574 0.386
H 3.343 -2.194 0.955
H 2.224 3.176 -0.137
H 0.537 2.717 0.012
H 0.508 3.316 2.412
H 1.408 4.532 1.529
H 2.250 3.591 3.814
H 3.416 4.058 2.605
H 3.021 2.308 2.896
C -3.303 -1.761 2.443
O -3.747 -2.997 2.971
C -4.656 -2.836 4.055
C -6.085 -3.083 3.618
O -6.538 -2.068 2.731
C -6.552 -2.489 1.377
H -2.771 -1.962 1.520
H -4.143 -1.093 2.227
H -2.621 -1.276 3.149
H -4.555 -1.844 4.506
H -4.385 -3.580 4.811
H -6.732 -3.048 4.500
H -6.187 -4.073 3.164
H -7.361 -3.207 1.213
H -5.598 -2.936 1.083
H -6.733 -1.613 0.754
C -3.753 2.676 -1.530
O -4.629 3.723 -1.899
C -5.495 3.361 -2.970
C -6.889 3.046 -2.469
O -6.903 1.854 -1.693
C -6.973 2.108 -0.299
H -3.264 2.961 -0.603
H -4.293 1.739 -1.369
H -2.991 2.534 -2.305
H -5.087 2.517 -3.534
H -5.548 4.223 -3.642
H -7.541 2.874 -3.331
H -7.297 3.887 -1.901
H -7.968 2.477 -0.032
H -6.217 2.830 0.018
H -6.799 1.167 0.223
C 2.606 -1.752 -3.287
O 3.566 -2.064 -4.272
C 4.392 -3.165 -3.908
C 3.977 -4.432 -4.625
O 2.708 -4.885 -4.175
C 1.661 -4.590 -5.089
H 1.908 -1.031 -3.711
H 2.048 -2.637 -2.971
H 3.098 -1.294 -2.414
H 4.385 -3.316 -2.823
H 5.413 -2.908 -4.206
H 4.699 -5.220 -4.392
H 3.978 -4.283 -5.708
H 1.745 -5.226 -5.976
H 1.671 -3.539 -5.389
H 0.714 -4.804 -4.596
```

Atomic partial charges in e from the Löwdin method, atoms 1 to 6: atom 1 (C): -0.098, atom 2 (C): -0.267, atom 3 (C): -0.152, atom 4 (C): -0.133, atom 5 (O): 0.011, atom 6 (C): -0.191